(1)
A 3-piece molecular cluster, C36H59BrF6N4O8PS overall at a distorted geometry, computed with ωB97M-V/def2-TZVPD.

* Kohn-Sham gap: 7.052 eV
* charge: -1
* E_LUMO: 1.75 eV
* energy: -167104.7025 eV

XYZ file:
```
116
Properties=species:S:1:pos:R:3:forces:R:3:mulliken_charge:R:1
H 0.223558 -3.046597 1.933944 -0.023 -0.162 -0.140 -0.1592
C 1.438374 2.775403 -4.290337 -0.227 -0.004 -0.158 -1.3450
H -0.578769 3.826117 3.392846 -0.168 0.222 0.006 0.7238
C -1.052479 5.248769 -10.641865 -0.094 0.054 0.148 -1.0912
C 0.018063 6.022693 2.377829 0.482 -0.578 0.031 0.6929
F 2.373103 -4.123781 7.284685 0.118 0.092 0.122 -0.2868
H -4.227269 0.166539 -1.894547 0.265 -0.210 -0.002 0.4153
H 1.425604 -1.376913 -0.777359 0.175 -0.130 0.361 0.7904
H -4.567520 -2.386886 1.399252 -0.200 0.004 0.161 0.4664
C 1.120558 1.149641 3.105111 -0.038 -0.140 0.254 1.4472
C 1.897343 2.548601 -1.711944 -0.231 0.024 0.011 -0.6973
H -3.164876 -4.007960 2.408620 0.002 -0.267 0.008 0.3531
O 0.386592 5.953282 -8.804790 0.040 0.024 -0.015 -0.3106
H 1.848080 -1.225500 2.030751 -0.191 -0.044 -0.301 0.1954
H 0.964358 0.694786 2.133168 -0.173 0.044 -0.221 -0.9650
H -2.985142 -1.407806 3.074095 -0.172 0.177 0.217 0.3104
C 0.307052 -2.504741 2.875161 -0.331 0.168 -0.284 -0.1149
H 1.023986 5.830379 -10.709889 0.007 0.072 0.055 0.3150
C -1.593878 3.863446 0.590479 -0.742 -0.001 -0.471 0.1584
H 3.168577 -8.090241 3.707761 0.053 -0.039 0.004 0.3052
C 0.347598 5.269349 -10.068626 0.050 -0.093 -0.332 -0.2307
C 0.010874 1.007720 -0.523739 0.124 0.216 0.080 -0.1456
H -0.364708 -3.397358 -1.567275 0.002 -0.276 0.022 0.5695
H -6.318395 1.898748 1.474130 -0.094 0.110 0.122 0.4439
H -1.783466 -3.603357 1.445594 0.281 0.035 -0.056 0.2914
O -0.144031 6.635771 3.362965 -0.090 0.372 -0.249 -0.5574
H 1.588950 -8.422466 4.420099 -0.013 -0.035 0.047 0.3202
C -5.546743 1.347103 -0.556383 0.699 -0.826 0.543 -0.7212
H -1.445171 6.262674 -10.721743 0.029 0.011 -0.055 0.2953
C 2.164721 2.156720 -3.141353 0.270 -0.255 0.043 0.9082
N 0.272629 5.362625 1.396554 -0.320 0.183 0.769 -0.6380
H -0.813036 -0.772136 2.257611 -0.030 0.058 -0.246 -1.1802
H 0.459681 3.147564 -4.030730 -0.193 0.127 0.121 0.2275
H 2.869999 -1.394684 4.632329 0.119 -0.087 0.224 0.2929
H -0.866294 2.388605 2.468652 -0.161 -0.219 -0.061 0.1604
H 2.620403 -8.416753 6.707245 -0.092 0.073 0.002 0.3315
H -1.725005 4.673781 -10.006975 0.031 -0.048 -0.008 0.3130
O 3.463905 -3.894372 -2.334816 0.100 0.106 -0.046 -0.6500
H 1.856856 -2.343436 -3.188654 0.019 -0.162 -0.479 0.3261
C -3.124710 -1.255072 0.298049 -0.111 -0.097 -0.322 1.5886
H -2.332364 -2.696852 4.039313 -0.025 -0.214 0.178 0.5581
H 1.950550 2.967512 2.261855 0.136 -0.017 -0.186 0.4677
C -5.675768 1.298069 0.861045 0.851 -0.882 -0.188 -0.6678
C -2.640579 -3.171267 1.953254 -0.310 -0.010 0.115 -0.5236
C 3.138847 -7.979670 5.855315 0.133 -0.355 -0.014 -0.2131
H -6.089512 2.005672 -1.205384 0.023 0.042 -0.255 0.4452
C -4.795046 0.320549 1.319923 -0.397 0.609 -0.848 -0.4098
F -0.485723 5.503460 -5.477286 -0.106 -0.016 0.212 -0.1895
N 1.384341 -3.076069 -2.674667 0.024 0.384 0.651 -0.2396
C -0.018908 -0.056995 -1.598453 0.013 -0.275 0.073 -0.7832
C 1.762482 -4.569439 6.181551 -0.051 -0.180 0.018 1.0951
H -3.760379 -3.285147 0.133235 -0.228 -0.211 -0.088 0.3008
H -0.842342 0.893284 0.145624 -0.224 0.035 0.059 -0.1415
H -2.840159 -1.448627 -0.730392 0.202 0.046 -0.186 0.0316
H -4.588751 -0.003510 2.322297 0.067 -0.090 0.098 0.3594
H 2.026915 -3.767906 0.160587 0.123 0.159 0.161 -0.0636
C 2.316347 -3.782743 -1.948953 0.140 -0.078 -0.257 0.5847
C 0.014872 5.233104 -7.752082 0.061 0.128 -0.006 0.2968
C -4.588218 0.398843 -0.910565 -0.825 0.703 0.652 -0.4306
N -4.137876 -0.222507 0.233772 -0.735 0.634 -0.015 0.3852
H -0.736513 -1.035153 3.967232 -0.073 0.259 0.108 0.5937
C 1.677269 -1.846686 2.907387 0.201 0.069 0.489 -0.5981
O 0.665969 3.300253 0.405122 0.253 0.430 -0.312 -0.1203
H 2.002472 3.616263 -4.678786 0.163 0.228 -0.019 0.3179
Br 0.278548 5.109496 -2.044681 -0.005 0.374 -0.174 -0.4811
C -0.179235 3.220545 2.581694 0.268 -0.099 0.225 -1.4188
H 2.291432 1.739760 -1.099497 0.190 0.000 0.179 0.3228
H 0.844826 -4.748784 -0.667573 -0.191 -0.050 -0.038 0.2874
H 3.489804 0.932892 -2.590761 0.040 -0.029 0.067 0.3363
O 0.797998 -6.762007 6.444519 -0.138 -0.112 0.043 -0.5265
C 1.762280 -6.110557 6.180129 0.093 0.046 -0.034 0.2044
H 0.675955 0.187188 -2.400712 0.023 0.109 -0.212 0.2237
S -2.448966 5.499507 0.495556 0.067 0.253 0.056 -0.3577
H -1.009867 -0.122765 -2.046554 -0.189 0.057 -0.120 0.3651
H -3.074835 5.237328 -0.645675 -0.138 -0.192 -0.200 0.1268
H 1.345521 2.034993 -5.076724 0.080 -0.108 -0.186 0.4289
H 2.500665 -5.324873 -0.547288 0.225 -0.119 0.175 0.4126
N 3.044400 1.277948 -3.440525 -0.074 -0.072 -0.031 -0.9110
H 0.893423 0.833201 0.088841 0.151 0.037 0.133 0.0214
H 1.489696 3.049575 3.941633 0.058 0.183 0.149 0.5180
C -3.605290 -2.569018 0.934048 0.335 0.257 -0.123 -1.1265
H 2.870537 -9.635688 4.520626 0.019 -0.019 0.013 0.3789
H 2.452505 3.444617 -1.467397 0.045 0.310 0.008 0.7775
C 0.372956 -1.429114 -1.042757 -0.296 0.135 -0.472 1.4765
O 2.972417 -6.548001 5.877823 0.053 0.001 0.025 -0.3154
F 0.519874 -4.111585 6.178312 -0.153 0.124 -0.031 -0.2523
H -2.265174 3.263789 1.196210 0.046 -0.124 0.384 0.4346
F 2.406335 -4.093968 5.118695 0.052 0.132 -0.095 -0.2345
H 3.122541 0.416932 3.076704 0.400 0.305 0.047 0.3200
O -0.343363 4.095995 -7.754766 -0.082 -0.185 -0.025 -0.5098
C 1.987243 -0.982039 4.152217 0.226 -0.261 -0.302 -0.7973
H -0.223709 -1.615762 -0.153575 0.075 -0.069 0.350 -1.3702
F 1.444231 6.201228 -6.165447 0.172 0.056 0.101 -0.2653
C 2.295057 0.464562 3.781360 -0.366 -0.179 -0.228 -1.5262
H -0.485827 -2.228420 -2.835361 -0.110 0.005 -0.216 0.5024
H 0.746638 4.263246 -9.948696 -0.043 -0.023 0.096 0.3264
H -0.494401 2.361874 -2.366618 0.029 0.609 -0.124 0.3468
C -0.869344 -1.546793 3.017707 0.229 -0.155 0.175 1.4435
H 1.182782 -1.051934 4.881109 -0.179 0.102 0.120 0.4761
C 2.661050 -8.567072 4.546149 -0.093 0.167 -0.067 -1.1308
H 4.206625 -8.135890 5.988306 0.026 0.096 -0.016 0.3290
H -2.248552 -0.854676 0.791654 0.159 0.054 0.208 -1.3567
H 0.229833 -3.246237 3.667463 0.075 -0.193 0.182 0.3282
H 2.583366 1.025147 4.665591 0.244 0.127 0.142 0.4398
F -0.350175 7.306148 -6.666787 -0.070 0.150 0.072 -0.2802
H 2.412029 -2.645664 2.857386 0.190 -0.133 -0.103 0.5820
C 1.885033 -4.446760 -0.673601 -0.321 -0.277 -0.056 -0.6815
C -0.192582 3.963468 1.254538 0.440 -0.252 -0.739 0.6615
H -1.042752 4.797042 -11.633466 0.019 -0.004 -0.019 0.3664
H 0.228724 0.930281 3.692207 -0.165 -0.053 0.105 0.2023
P 0.107042 2.797798 -1.152877 -0.304 -1.638 0.428 -0.0818
C 1.193061 2.656029 2.970259 0.035 0.151 0.437 -1.0968
C 0.164461 -2.579978 -2.040093 -0.008 0.301 -0.037 -1.8057
O -1.485945 3.217723 -0.621935 0.200 0.326 -0.095 -0.7985
C -2.245389 -2.204998 3.075731 0.098 0.129 -0.293 -1.4809
C 0.149220 6.079572 -6.469954 -0.022 -0.146 -0.229 0.9618
```
Forces are in eV/Å.

(2)
C36H59CaN5O3PSSi2Te as an isolated structure at a distorted geometry, computed with ωB97M-V/def2-TZVPD.

* Kohn-Sham gap: 7.401 eV
* charge: +1
* E_LUMO: -2.32 eV
* energy above the lowest of the compared OMol25 structures with the same formula, charge and spin: 30.5 kcal per mole
* energy: -113493.6415 eV

XYZ file:
```
109
Properties=species:S:1:pos:R:3:forces:R:3:mulliken_charge:R:1
H 5.140841 -1.400828 6.664577 0.138 -0.065 0.357 0.3179
H -3.496935 0.225682 -7.184400 0.954 0.808 -0.147 0.3259
C -4.068878 2.526991 -2.491423 1.073 1.375 -0.536 -0.1192
O -0.461621 -3.888195 -2.254087 -0.396 -0.543 -1.059 -0.7052
H 1.968240 2.026721 2.924412 -0.169 -0.278 0.712 0.4292
H -2.183900 2.338286 -7.256374 0.291 -0.086 0.125 0.2372
C 5.092340 -0.686499 -2.970431 0.745 0.690 0.238 -0.3894
N -1.183921 3.116605 -2.961313 -0.373 -0.306 0.251 0.3504
H 4.962199 0.070016 5.716674 -0.041 0.274 0.018 0.3522
H 2.944369 1.790303 -2.131814 0.444 -0.910 0.337 0.3461
C 4.731228 0.620782 -2.673766 -0.957 -1.080 -0.214 -0.8575
H 3.803568 -3.856866 6.295485 0.131 0.090 0.263 0.3358
H 1.875744 -1.639022 7.031060 0.199 0.629 -0.223 0.3923
C -1.261454 4.268626 -3.896784 0.295 -0.346 -0.251 -0.5298
H 1.097729 -4.762218 0.509424 0.025 -0.430 0.073 0.1789
C -3.827558 0.198540 -2.054303 -0.130 -1.096 0.209 -0.2569
H 0.175317 4.936494 5.184323 0.165 -0.153 0.047 0.3672
H -1.328421 0.633030 4.975963 -0.114 0.180 0.069 0.2630
C -0.115618 -5.326297 2.202297 -1.961 1.070 -0.306 -1.0047
H 2.205575 -4.792620 -1.443416 -0.512 -0.702 0.261 0.5086
Ca 0.466144 -0.143863 -0.625767 0.321 -0.813 0.122 1.5320
O -0.650012 0.640888 -2.356335 0.005 -0.042 0.036 0.1653
H 5.361842 1.503998 -2.759681 -0.092 -0.388 -0.475 0.4064
H 2.355529 -4.035376 5.325310 0.072 0.244 0.141 0.2083
H 1.728476 4.076453 5.246881 -0.019 0.130 0.027 0.3126
H 3.895967 -4.200470 4.562796 -0.047 0.751 0.401 0.3490
H -1.283915 1.830619 6.281576 -0.108 -0.056 -0.666 0.3028
H -2.550043 5.715442 -3.051491 0.089 0.412 0.039 0.2873
Si -0.045013 2.601177 4.281415 0.738 0.427 0.040 0.4530
C 3.042183 -1.181546 3.268334 -1.886 -2.219 -0.366 -1.0373
Te 0.933423 -0.500869 2.925331 1.455 1.025 0.042 -0.0130
H 3.729598 -0.561011 2.778441 0.820 1.592 -0.267 0.6403
H -1.648179 3.089139 -0.831708 -0.059 0.542 -0.755 0.1644
H -1.797525 5.461204 -0.917867 -0.276 0.270 0.368 0.3082
H -0.069902 5.544270 -1.250001 -1.006 -0.239 -0.706 0.3677
H -4.764956 2.510392 -0.439314 -0.174 -0.797 -0.504 0.2618
H -3.534513 0.433610 -4.919844 0.045 -0.436 -0.222 0.2038
C 1.973397 -0.967288 6.147762 -0.053 -0.412 1.455 -1.0261
C -0.822596 -3.926919 0.394608 -0.500 -0.581 -0.746 0.0656
O -1.078532 -1.775906 -0.992176 -1.290 -1.204 -0.520 -0.2421
H -0.973597 6.446442 -3.467461 0.005 -0.273 0.173 0.3797
N -1.668772 1.324860 -4.783569 -0.118 -1.138 -0.848 0.4217
H 2.150716 0.059199 6.471303 0.260 -0.107 0.195 0.3375
H 2.164657 1.301675 4.562931 0.173 -0.056 0.194 0.4472
H 0.610885 -5.891146 2.708267 0.866 -0.709 0.469 0.4877
H -0.462591 -5.693592 4.705578 -1.061 0.361 -0.165 0.2968
C 4.929275 -1.012057 5.678211 0.625 -0.310 -0.772 -1.0751
H 4.212927 -5.161365 -2.654668 0.037 -0.178 -0.367 0.4015
C -1.554965 1.443293 -7.142224 0.030 0.571 -0.043 -0.6693
C 2.732419 -3.954194 -1.815315 -0.605 1.761 0.279 -0.6370
C -0.704975 3.273683 2.640484 0.553 -0.582 -0.036 -1.0134
H -2.861272 -3.276812 0.380305 -0.265 0.479 -0.132 0.5288
C 1.459497 1.524081 3.776871 -0.897 -0.524 -1.137 -0.8553
P -1.591666 1.480005 -3.151083 -0.311 3.140 -0.847 -2.2149
H 0.023659 3.225327 -1.278638 -0.128 0.465 0.113 0.0159
Si 3.297973 -1.683726 5.101428 0.739 -0.748 -0.610 0.3879
H -4.588426 2.726108 -3.410291 -0.220 0.086 -0.794 0.2573
C 3.403287 0.770541 -2.170398 1.324 1.087 0.584 -0.2094
H 6.067241 -0.922649 -3.407856 -0.238 0.297 0.115 0.3838
C 3.075334 -1.519836 -1.938208 0.543 -2.062 0.352 -0.1186
C 3.366574 -3.599101 5.338088 -0.547 -0.005 -1.085 -1.0080
H -2.060790 -0.671939 -7.264432 0.401 0.163 0.407 0.3235
H 0.070189 3.519418 1.917714 0.369 0.060 0.068 0.2712
C -5.127797 2.179724 -1.443359 0.783 0.389 0.492 -0.7267
C -5.270743 0.668264 -1.653967 0.886 -0.035 0.197 -0.5827
C -2.532577 0.204764 -5.295311 0.512 -0.456 1.317 -0.2725
C 0.116308 -4.767438 0.969915 0.731 0.828 -0.014 -0.1698
C -0.980876 3.580210 -1.587077 0.893 -0.399 0.296 -0.2267
H 5.516428 -3.321005 -3.628632 0.748 0.063 -0.429 0.4393
H -0.363203 4.295467 -4.529049 -0.030 0.207 0.304 0.4347
C -1.331849 -5.025989 2.862607 0.370 0.208 -0.063 1.1699
H 5.747793 -1.346684 5.002992 -0.417 0.166 0.417 0.2996
H -2.079814 -6.379334 4.405922 0.103 0.278 -0.186 0.3016
H -5.975863 0.446525 -2.480311 0.292 0.137 0.607 0.3017
H -3.906489 -0.624413 -2.794504 0.147 0.300 0.467 0.2409
H 1.000556 -0.963620 5.724472 -0.917 -0.145 -0.583 0.3493
H -1.350400 2.558403 2.122973 -0.248 0.065 0.234 0.1940
C -1.478788 -5.465201 4.280653 0.302 -0.164 0.910 -1.3728
H -2.093753 4.111235 -4.568213 -0.280 0.015 -0.285 0.2407
C -2.088961 -3.773666 0.926143 0.350 -0.263 1.626 -0.5816
N -3.158063 1.367460 -2.666248 -1.105 -0.449 1.477 1.0023
H -1.981965 -4.655150 4.845846 0.423 -0.553 -0.022 0.3597
C -0.713874 1.581214 -5.860061 -0.003 1.733 -0.210 -0.5342
C -1.054838 5.138539 -1.624393 1.149 -0.175 0.541 -0.5920
H -3.294105 -4.040148 2.695315 0.537 -0.140 0.121 0.4280
C 2.250090 -2.683349 -1.511876 1.075 0.416 -0.036 0.2860
H 0.493916 3.795844 6.499614 0.065 -0.109 -0.665 0.3219
H -6.079833 2.708800 -1.567085 0.310 -0.038 -0.342 0.3677
H -0.380442 2.610226 -5.824718 0.155 0.332 0.270 0.1876
C -1.405679 1.712580 5.182114 0.679 -0.897 0.827 -1.0266
C 3.872387 -4.143682 -2.548010 1.725 0.021 -1.158 -0.6315
H -2.400913 2.011235 4.914501 -0.487 0.324 -0.179 0.3888
H 3.122385 -2.079020 2.600445 -0.326 0.299 0.683 0.3497
H -5.573489 0.192279 -0.714725 -0.173 -0.189 -0.459 0.3759
C 4.641614 -3.109206 -3.072708 -1.655 -0.559 1.793 -1.2640
C -1.469365 5.565414 -3.052999 -0.153 -1.730 0.142 -0.8760
N 1.138687 -2.485458 -0.721563 -1.082 0.154 -0.598 -0.2417
C -2.309571 -4.231111 2.254585 0.131 -0.479 -1.692 -0.9986
H -1.219765 4.189924 2.835291 -0.712 0.562 0.015 0.4696
C 0.654651 3.974819 5.415873 -0.375 -0.126 -0.098 -1.1772
H -3.408360 3.417563 -2.320848 -1.009 -0.590 0.236 -0.0569
H -3.276417 -0.209916 -1.166061 -0.314 0.452 -0.762 -0.1225
H -0.939297 1.374362 -8.054241 -0.256 -0.227 0.435 0.4110
C -2.433150 0.264521 -6.830720 -1.606 -1.780 -0.063 -0.7075
C 4.276853 -1.809873 -2.660234 -0.361 1.017 -0.609 1.0404
H 0.200003 1.014594 -5.849246 0.189 -0.932 0.055 0.3941
H -2.153331 -0.760248 -4.827898 -0.664 0.829 -0.797 0.1743
S -0.363014 -3.082684 -1.098805 2.451 2.974 2.651 1.4179
N 2.757169 -0.228506 -1.637767 -2.210 -0.443 -0.644 -0.1765
```
Forces are in eV/Å.